# C3H8N2

A molecular structure, C3H8N2 at a distorted geometry (ωB97M-V/def2-TZVPD, the Open Molecules 2025 dataset).

Lowest unoccupied orbital energy (eV): -10.861
Multiplicity: 1
Energy relative to the best compared isomer or geometry (same formula, charge and spin) (kJ/mol): 273.2
Total charge: +2
Kohn-Sham gap (eV): 11.32

Last column: natural (NBO) charge in e.
Cartesian coordinates (Å):
C (-0.54, -1.12, -1.00)  0.10
C (1.02, -0.03, 0.99)  0.49
C (-1.46, 0.86, 0.03)  -0.47
N (2.12, -0.01, 0.44)  -0.60
N (-0.47, -0.13, -0.27)  -0.23
H (-1.34, -1.08, -1.71)  0.27
H (0.08, -2.13, -0.99)  0.30
H (0.65, 0.07, 2.05)  0.32
H (-2.24, 0.48, 0.63)  0.28
H (-1.90, 1.11, -0.89)  0.28
H (-1.02, 1.82, 0.46)  0.27
H (2.98, 0.06, 0.89)  0.49
H (2.10, 0.09, -0.64)  0.49

***

# C3H8N2O

2 unconnected molecules or ions with the total composition C3H8N2O at a distorted geometry (ωB97M-V/def2-TZVPD, the Open Molecules 2025 dataset).

Lowest unoccupied orbital energy (eV): 0.720
Multiplicity: 1
Energy relative to the best compared isomer or geometry (same formula, charge and spin) (kJ/mol): 478.7
SMILES: [H]/N=C/N.C=CO
Total charge: 0
Kohn-Sham gap (eV): 8.99

Last column: natural (NBO) charge in e.
Cartesian coordinates (Å):
H (3.54, 1.80, 2.03)  0.40
N (2.60, 1.48, 2.09)  -0.87
C (2.06, 0.96, 1.09)  0.39
N (1.96, -0.55, 1.06)  -0.85
H (1.62, 1.64, 0.34)  0.15
H (1.44, -0.98, 0.30)  0.39
H (2.51, -1.03, 1.70)  0.39
C (-3.13, -0.24, -2.32)  -0.52
C (-2.42, -0.96, -1.33)  0.15
O (-1.24, -0.60, -0.48)  -0.71
H (-2.82, 0.82, -2.45)  0.21
H (-3.59, -0.91, -3.05)  0.23
H (-2.56, -1.98, -1.43)  0.17
H (-1.23, 0.37, -0.34)  0.48

***

# C3H8N2O

A single C3H8N2O molecule (ωB97M-V/def2-TZVPD, the Open Molecules 2025 dataset).

Lowest unoccupied orbital energy (eV): 0.891
Multiplicity: 1
Energy relative to the best compared isomer or geometry (same formula, charge and spin) (kJ/mol): 27.1
SMILES: CNC(=O)NC
Total charge: 0
Kohn-Sham gap (eV): 10.29

Last column: natural (NBO) charge in e.
Cartesian coordinates (Å):
C (2.20, -0.58, 0.91)  -0.42
N (1.04, 0.27, 0.67)  -0.64
C (0.04, -0.18, -0.16)  0.78
O (0.16, -1.16, -0.88)  -0.66
N (-1.11, 0.57, -0.11)  -0.64
C (-2.18, 0.34, -1.06)  -0.42
H (2.08, -1.21, 1.80)  0.18
H (3.10, 0.03, 1.02)  0.19
H (2.31, -1.22, 0.04)  0.24
H (0.76, 0.87, 1.43)  0.38
H (-1.04, 1.51, 0.27)  0.38
H (-3.15, 0.42, -0.57)  0.19
H (-2.15, 1.03, -1.91)  0.18
H (-2.05, -0.68, -1.44)  0.24

***

# C3H8N2O

2 unconnected molecules or ions with the total composition C3H8N2O at a distorted geometry (ωB97M-V/def2-TZVPD, the Open Molecules 2025 dataset).

Lowest unoccupied orbital energy (eV): 0.883
Multiplicity: 1
Energy relative to the best compared isomer or geometry (same formula, charge and spin) (kJ/mol): 269.1
SMILES: [H]/N=C/N.CC=O
Total charge: 0
Kohn-Sham gap (eV): 10.12

Last column: natural (NBO) charge in e.
Cartesian coordinates (Å):
H (-0.87, -0.30, -5.80)  0.34
N (-0.53, -0.73, -4.93)  -0.72
C (-1.60, -0.97, -4.17)  0.26
N (-1.43, -1.64, -2.93)  -0.85
H (-2.54, -0.53, -4.44)  0.16
H (-2.08, -1.41, -2.11)  0.40
H (-0.39, -1.66, -2.85)  0.41
C (1.96, 1.04, 4.16)  -0.74
C (0.57, 1.02, 3.36)  0.46
O (0.58, 1.39, 2.27)  -0.50
H (2.24, 2.05, 4.46)  0.23
H (1.63, 0.64, 5.17)  0.20
H (2.86, 0.43, 3.90)  0.24
H (-0.40, 0.68, 3.90)  0.10

***

# C3H8N2O

2 unconnected molecules or ions with the total composition C3H8N2O at a distorted geometry (ωB97M-V/def2-TZVPD, the Open Molecules 2025 dataset).

Lowest unoccupied orbital energy (eV): 0.819
Multiplicity: 1
Energy relative to the best compared isomer or geometry (same formula, charge and spin) (kJ/mol): 215.2
SMILES: [H]/N=C\N.C=CO
Total charge: 0
Kohn-Sham gap (eV): 9.67

Last column: natural (NBO) charge in e.
Cartesian coordinates (Å):
H (-0.76, -1.13, -1.61)  0.33
N (0.09, -0.56, -1.69)  -0.77
C (1.05, -1.29, -1.22)  0.33
N (0.90, -2.32, -0.35)  -0.81
H (2.08, -1.05, -1.45)  0.17
H (-0.02, -2.44, 0.05)  0.38
H (1.63, -2.54, 0.32)  0.40
C (-1.21, 1.31, 2.13)  -0.53
C (-0.99, 1.67, 0.86)  0.16
O (0.18, 1.45, 0.21)  -0.74
H (-0.37, 0.89, 2.66)  0.21
H (-2.17, 1.62, 2.51)  0.21
H (-1.75, 2.18, 0.27)  0.15
H (0.02, 0.92, -0.60)  0.51

***

# C3H8N2O

2 unconnected molecules or ions with the total composition C3H8N2O at a distorted geometry (ωB97M-V/def2-TZVPD, the Open Molecules 2025 dataset).

Lowest unoccupied orbital energy (eV): 0.895
Multiplicity: 1
Energy relative to the best compared isomer or geometry (same formula, charge and spin) (kJ/mol): 286.0
SMILES: [H]/N=C/N.CC=O
Total charge: 0
Kohn-Sham gap (eV): 10.38

Last column: natural (NBO) charge in e.
Cartesian coordinates (Å):
H (-0.68, 0.76, 3.61)  0.34
N (-0.92, 0.45, 2.66)  -0.65
C (-0.36, 1.25, 1.84)  0.31
N (0.06, 0.87, 0.58)  -0.91
H (-0.29, 2.32, 2.09)  0.13
H (0.83, 0.26, 0.35)  0.40
H (-0.72, 0.62, -0.01)  0.38
C (-0.52, -1.58, -1.24)  -0.73
C (0.77, -0.96, -1.80)  0.44
O (1.06, 0.19, -2.00)  -0.50
H (-1.34, -0.86, -1.21)  0.22
H (-0.33, -1.98, -0.24)  0.25
H (-0.82, -2.43, -1.84)  0.23
H (1.41, -1.78, -2.18)  0.09

***

# C3H8N2O

A single C3H8N2O molecule at a distorted geometry (ωB97M-V/def2-TZVPD, the Open Molecules 2025 dataset).

Lowest unoccupied orbital energy (eV): 0.798
Multiplicity: 1
Energy relative to the best compared isomer or geometry (same formula, charge and spin) (kJ/mol): 129.6
SMILES: CN(C)C(N)=O
Total charge: 0
Kohn-Sham gap (eV): 10.15

Last column: natural (NBO) charge in e.
Cartesian coordinates (Å):
C (0.99, -0.59, -1.23)  -0.41
N (0.03, -0.26, -0.20)  -0.43
C (-0.08, -1.14, 0.94)  -0.41
C (-0.43, 1.01, -0.20)  0.76
N (-1.17, 1.60, 0.76)  -0.90
O (-0.24, 1.81, -1.14)  -0.72
H (0.87, 0.11, -2.05)  0.25
H (2.02, -0.52, -0.85)  0.18
H (0.81, -1.61, -1.59)  0.19
H (-1.05, -1.00, 1.43)  0.21
H (-0.04, -2.18, 0.59)  0.21
H (0.72, -0.99, 1.68)  0.19
H (-1.11, 2.48, 0.13)  0.47
H (-1.32, 1.29, 1.72)  0.41

***

# C3H8N2O

A single C3H8N2O molecule at a distorted geometry (ωB97M-V/def2-TZVPD, the Open Molecules 2025 dataset).

Lowest unoccupied orbital energy (eV): 0.902
Multiplicity: 1
Energy relative to the best compared isomer or geometry (same formula, charge and spin) (kJ/mol): 62.3
SMILES: NCCC(N)=O
Total charge: 0
Kohn-Sham gap (eV): 10.37

Last column: natural (NBO) charge in e.
Cartesian coordinates (Å):
N (1.09, -1.92, -0.78)  -0.84
C (0.50, -0.62, -1.07)  -0.21
C (0.16, 0.03, 0.27)  -0.52
C (-0.58, 1.34, 0.32)  0.68
N (-0.97, 1.68, 1.60)  -0.84
O (-0.91, 1.98, -0.64)  -0.60
H (1.48, -2.37, -1.60)  0.36
H (0.35, -2.52, -0.43)  0.35
H (1.12, 0.05, -1.65)  0.20
H (-0.45, -0.68, -1.61)  0.17
H (1.15, 0.24, 0.71)  0.24
H (-0.21, -0.70, 0.99)  0.21
H (-1.48, 2.55, 1.67)  0.39
H (-1.26, 0.96, 2.24)  0.39

***

# C3H8N2O

A single C3H8N2O molecule at a distorted geometry (ωB97M-V/def2-TZVPD, the Open Molecules 2025 dataset).

Lowest unoccupied orbital energy (eV): 0.988
Multiplicity: 1
Energy relative to the best compared isomer or geometry (same formula, charge and spin) (kJ/mol): 247.0
SMILES: N[C@@H]1C(O)[C@H]1N
Total charge: 0
Kohn-Sham gap (eV): 9.79

Last column: natural (NBO) charge in e.
Cartesian coordinates (Å):
N (2.12, 0.09, -0.24)  -0.84
C (0.68, 0.17, -0.49)  -0.10
C (-0.22, 1.03, 0.36)  0.09
O (-1.32, 1.65, -0.22)  -0.70
C (-0.29, -0.48, 0.49)  -0.12
N (-1.39, -1.09, -0.23)  -0.88
H (2.48, 1.03, 0.19)  0.37
H (2.29, -0.73, 0.44)  0.36
H (0.44, 0.07, -1.57)  0.20
H (0.22, 1.56, 1.18)  0.19
H (-1.73, 0.90, -0.77)  0.49
H (0.12, -1.09, 1.29)  0.19
H (-2.24, -1.22, 0.38)  0.38
H (-1.17, -1.90, -0.81)  0.38

***

# C3H8N2O

2 unconnected molecules or ions with the total composition C3H8N2O at a distorted geometry (ωB97M-V/def2-TZVPD, the Open Molecules 2025 dataset).

Lowest unoccupied orbital energy (eV): 0.740
Multiplicity: 1
Energy relative to the best compared isomer or geometry (same formula, charge and spin) (kJ/mol): 286.8
SMILES: [H]/N=C/N.C=CO
Total charge: 0
Kohn-Sham gap (eV): 9.52

Last column: natural (NBO) charge in e.
Cartesian coordinates (Å):
H (1.00, -1.82, 2.53)  0.35
N (0.88, -1.21, 1.73)  -0.71
C (0.08, -1.70, 0.88)  0.28
N (-0.26, -1.23, -0.35)  -0.82
H (-0.65, -2.42, 1.28)  0.13
H (0.45, -0.92, -0.99)  0.38
H (-1.05, -1.53, -0.89)  0.39
C (-0.80, 1.89, -0.96)  -0.56
C (0.08, 1.50, -0.03)  0.17
O (1.45, 1.36, -0.31)  -0.69
H (-0.72, 1.83, -2.03)  0.20
H (-1.82, 2.03, -0.56)  0.21
H (-0.12, 1.09, 0.95)  0.21
H (1.47, 1.13, -1.24)  0.46

***

# C3H8N2O

A molecular structure, C3H8N2O at a distorted geometry (ωB97M-V/def2-TZVPD, the Open Molecules 2025 dataset).

Lowest unoccupied orbital energy (alpha / beta) (eV): 0.135 / 0.135
Multiplicity: 1
Energy relative to the best compared isomer or geometry (same formula, charge and spin) (kJ/mol): 494.8
Total charge: 0
Kohn-Sham gap (alpha / beta) (eV): 8.75 / 8.76

Last column: natural (NBO) charge in e.
Cartesian coordinates (Å):
C (0.03, -0.17, 0.47)  0.28
C (-0.23, 1.25, 0.70)  -0.41
N (1.39, -0.60, 0.32)  -0.84
C (-0.82, -0.04, -0.95)  -0.09
O (-0.66, -1.05, 1.32)  -0.71
N (-0.27, -0.26, -2.12)  -0.71
H (-0.07, -1.21, 2.07)  0.48
H (1.42, -1.50, -0.14)  0.37
H (1.93, 0.06, -0.24)  0.37
H (0.56, -0.85, -2.03)  0.32
H (-1.82, -0.38, -0.66)  0.25
H (-1.04, 1.51, 1.36)  0.24
H (0.57, 1.96, 0.55)  0.23
H (-0.98, 1.28, -0.65)  0.23

***

# C3H8N2O

A single C3H8N2O molecule at a distorted geometry (ωB97M-V/def2-TZVPD, the Open Molecules 2025 dataset).

Lowest unoccupied orbital energy (eV): 0.701
Multiplicity: 1
Energy relative to the best compared isomer or geometry (same formula, charge and spin) (kJ/mol): 158.6
SMILES: [H]/N=C(\N)CCO
Total charge: 0
Kohn-Sham gap (eV): 10.46

Last column: natural (NBO) charge in e.
Cartesian coordinates (Å):
H (1.11, 2.30, 0.22)  0.35
N (0.36, 1.56, 0.13)  -0.76
C (0.80, 0.37, -0.07)  0.46
N (2.02, -0.14, -0.34)  -0.82
C (-0.23, -0.75, -0.13)  -0.48
C (-1.58, -0.35, 0.24)  -0.07
O (-2.08, 0.69, -0.55)  -0.72
H (2.06, -1.16, 0.01)  0.38
H (2.95, 0.30, -0.08)  0.39
H (-0.24, -1.23, -1.18)  0.23
H (0.21, -1.45, 0.59)  0.20
H (-2.20, -1.30, 0.07)  0.17
H (-1.66, -0.21, 1.35)  0.16
H (-1.52, 1.38, -0.27)  0.49